# 1
C5H11N | wB97M-V/def2-TZVPD

Geometry as XYZ:
```
17
C5H11N (wB97M-V/def2-TZVPD)
C -1.996 -0.001 0.710
C 0.457 0.011 0.585
C -0.290 -0.357 -0.517
N -2.370 1.355 0.578
C 2.147 0.161 -0.752
C 2.889 -0.933 -0.872
H -2.941 1.567 -0.228
H -2.726 1.802 1.411
H -1.863 -0.341 1.733
H -2.617 -0.696 0.152
H 0.418 1.001 1.022
H 0.836 -0.773 1.232
H -0.514 0.336 -1.319
H -0.340 -1.409 -0.773
H 2.485 1.128 -1.131
H 2.545 -1.899 -0.495
H 3.879 -0.951 -1.335
```

The calculation puts the HOMO-LUMO gap (alpha / beta) at 7.62 / 7.62 eV. As for the calculated total energy: -6847.62484 eV. The calculation puts the relative energy (zero: lowest compared OMol25 entry of this formula, charge and spin) at 569.6 kJ/mol.

# 2
C5H11N | wB97M-V/def2-TZVPD

Geometry as XYZ:
```
17
C5H11N (wB97M-V/def2-TZVPD)
C -2.001 -1.337 -1.702
C -0.573 -0.823 -1.522
C -0.177 -0.651 -0.074
C 0.423 0.453 0.340
N 0.772 0.714 1.683
C 1.780 1.735 1.998
H -2.711 -0.831 -1.056
H -2.356 -1.166 -2.721
H -2.090 -2.418 -1.561
H -0.559 0.145 -2.038
H 0.163 -1.417 -2.066
H -0.340 -1.539 0.526
H 0.689 1.287 -0.299
H 0.935 -0.135 2.212
H 1.361 2.397 2.760
H 2.018 2.343 1.127
H 2.669 1.241 2.393
```

The calculation puts the HOMO-LUMO gap at 8.90 eV. As for the calculated total energy: -6852.54021 eV. The calculation puts the relative energy (zero: lowest compared OMol25 entry of this formula, charge and spin) at 95.4 kJ/mol. The structure (SMILES) is CC/C=C/NC.